{
  "formula": "C33H75Cl2F3N7O6",
  "method": "ωB97M-V/def2-TZVPD",
  "elements": ["C", "O", "C", "N", "C", "C", "C", "C", "F", "C", "F", "F", "C", "C", "N", "C", "C", "Cl", "C", "C", "Cl", "H", "H", "H", "H", "H", "H", "H", "H", "H", "H", "H", "H", "H", "H", "H", "H", "H", "H", "H", "H", "C", "C", "C", "O", "C", "N", "H", "H", "H", "H", "H", "H", "H", "H", "H", "H", "H", "C", "C", "C", "O", "C", "N", "H", "H", "H", "H", "H", "H", "H", "H", "H", "H", "H", "C", "C", "C", "O", "C", "N", "H", "H", "H", "H", "H", "H", "H", "H", "H", "H", "H", "C", "C", "C", "O", "C", "N", "H", "H", "H", "H", "H", "H", "H", "H", "H", "H", "H", "C", "C", "C", "O", "C", "N", "H", "H", "H", "H", "H", "H", "H", "H", "H", "H", "H"],
  "xyz": [[3.148, 1.665, -0.621], [3.793, 0.522, -0.047], [4.580, -0.246, -0.858], [3.995, -1.593, -1.161], [3.259, -1.860, -2.187], [2.799, -0.893, -3.213], [1.457, -1.267, -3.851], [0.320, -0.895, -2.937], [0.561, 0.105, -2.056], [-0.879, -1.499, -2.896], [-1.479, -1.864, -1.789], [-1.576, -1.801, -3.960], [2.940, -3.328, -2.231], [4.177, -3.871, -1.466], [5.380, -3.823, -2.300], [4.248, -2.810, -0.358], [3.350, -3.034, 0.903], [2.120, -1.754, 1.063], [2.672, -4.408, 0.982], [1.668, -4.475, 2.140], [3.938, -5.621, 1.315], [3.423, 2.539, -0.038], [2.069, 1.539, -0.541], [3.396, 1.801, -1.672], [5.510, -0.464, -0.330], [4.846, 0.222, -1.807], [3.556, -0.870, -4.004], [2.680, 0.084, -2.755], [1.391, -0.705, -4.788], [1.368, -2.315, -4.119], [3.033, -3.632, -3.276], [1.963, -3.598, -1.841], [4.050, -4.893, -1.135], [5.188, -3.603, -3.268], [6.051, -3.142, -1.971], [5.267, -2.808, 0.033], [3.981, -2.971, 1.785], [2.117, -4.654, 0.082], [2.021, -3.905, 2.997], [1.574, -5.508, 2.468], [0.679, -4.154, 1.826], [-4.109, 3.297, -4.549], [-3.748, 1.820, -4.440], [-4.961, 0.879, -4.455], [-5.673, 0.831, -3.239], [-6.614, 1.874, -3.045], [-2.915, 1.626, -3.247], [-4.508, 3.686, -3.613], [-3.222, 3.883, -4.790], [-4.848, 3.465, -5.334], [-3.143, 1.565, -5.316], [-4.598, -0.140, -4.619], [-5.635, 1.118, -5.288], [-7.094, 2.167, -3.984], [-6.142, 2.740, -2.577], [-7.379, 1.504, -2.364], [-2.595, 0.662, -3.226], [-3.525, 1.702, -2.435], [-6.436, 1.270, 0.525], [-5.350, 2.224, 1.010], [-5.489, 2.629, 2.483], [-6.490, 3.593, 2.737], [-7.804, 3.078, 2.868], [-5.308, 3.386, 0.116], [-7.386, 1.779, 0.361], [-6.137, 0.827, -0.425], [-6.601, 0.459, 1.238], [-4.392, 1.702, 0.918], [-4.551, 3.100, 2.792], [-5.632, 1.751, 3.127], [-7.804, 2.092, 3.340], [-8.311, 3.023, 1.902], [-8.364, 3.769, 3.497], [-4.519, 3.976, 0.365], [-6.121, 3.962, 0.319], [3.729, -6.268, 7.483], [3.236, -6.207, 6.042], [2.235, -7.313, 5.681], [2.810, -8.582, 5.460], [3.059, -9.350, 6.624], [4.395, -6.196, 5.143], [4.456, -7.066, 7.629], [4.219, -5.332, 7.751], [2.902, -6.426, 8.177], [2.709, -5.255, 5.917], [1.762, -7.043, 4.731], [1.434, -7.380, 6.430], [2.293, -9.182, 7.386], [4.044, -9.135, 7.045], [3.039, -10.399, 6.334], [4.077, -6.053, 4.190], [4.784, -7.135, 5.136], [-5.226, 6.286, 7.162], [-5.410, 5.820, 5.721], [-4.158, 6.003, 4.851], [-3.928, 7.332, 4.426], [-3.267, 8.165, 5.360], [-6.576, 6.490, 5.144], [-5.243, 7.372, 7.244], [-6.035, 5.904, 7.784], [-4.283, 5.924, 7.578], [-5.622, 4.747, 5.751], [-4.302, 5.426, 3.933], [-3.262, 5.601, 5.344], [-2.532, 7.604, 5.945], [-3.972, 8.654, 6.035], [-2.747, 8.939, 4.797], [-6.751, 6.102, 4.220], [-6.311, 7.454, 4.962], [5.575, 2.618, -7.491], [6.635, 1.787, -6.777], [6.539, 0.283, -7.061], [5.494, -0.383, -6.365], [4.215, -0.300, -6.965], [6.585, 2.085, -5.341], [4.597, 2.526, -7.018], [5.846, 3.672, -7.464], [5.480, 2.322, -8.537], [7.611, 2.113, -7.147], [7.461, -0.190, -6.715], [6.462, 0.085, -8.137], [4.266, -0.306, -8.056], [3.683, 0.594, -6.629], [3.650, -1.178, -6.642], [7.358, 1.621, -4.873], [5.754, 1.636, -4.966]],
  "lowdin_charge": [-0.05, -0.16, -0.15, 0.05, -0.14, -0.06, -0.09, -0.19, 0.06, -0.33, 0.17, 0.18, -0.01, -0.32, 0.09, -0.22, -0.61, 0.76, -0.74, -0.15, 0.72, 0.10, 0.09, 0.09, 0.15, 0.14, 0.14, 0.10, 0.13, 0.12, 0.14, 0.14, 0.10, 0.08, 0.08, 0.16, 0.11, 0.10, 0.08, 0.06, 0.07, -0.07, -0.43, -0.21, -0.20, -0.11, 0.05, 0.07, 0.07, 0.08, 0.13, 0.12, 0.12, 0.09, 0.06, 0.08, 0.04, 0.07, -0.06, -0.43, -0.21, -0.20, -0.09, 0.05, 0.07, 0.06, 0.08, 0.13, 0.11, 0.12, 0.09, 0.08, 0.09, 0.08, 0.08, -0.07, -0.44, -0.21, -0.19, -0.10, 0.04, 0.07, 0.08, 0.08, 0.13, 0.11, 0.12, 0.09, 0.08, 0.09, 0.02, 0.07, -0.07, -0.43, -0.21, -0.19, -0.11, 0.05, 0.06, 0.08, 0.08, 0.13, 0.11, 0.12, 0.09, 0.08, 0.09, 0.06, 0.07, -0.06, -0.43, -0.20, -0.21, -0.11, 0.04, 0.06, 0.08, 0.08, 0.14, 0.12, 0.12, 0.10, 0.07, 0.08, 0.07, 0.05],
  "energy_ha": -3356.643934,
  "homo_lumo_gap_ev": 6.361,
  "charge": 1
}

=====

{
  "formula": "C33H75F4O40P7",
  "method": "ωB97M-V/def2-TZVPD",
  "elements": ["O", "C", "O", "C", "C", "F", "O", "H", "H", "H", "O", "C", "O", "C", "C", "F", "O", "H", "H", "H", "O", "C", "O", "C", "C", "F", "O", "H", "H", "H", "O", "C", "O", "C", "C", "F", "O", "H", "H", "H", "C", "O", "P", "O", "O", "C", "O", "C", "H", "H", "H", "H", "H", "H", "H", "H", "H", "C", "O", "P", "O", "O", "C", "O", "C", "H", "H", "H", "H", "H", "H", "H", "H", "H", "C", "O", "P", "O", "O", "C", "O", "C", "H", "H", "H", "H", "H", "H", "H", "H", "H", "C", "O", "P", "O", "O", "C", "O", "C", "H", "H", "H", "H", "H", "H", "H", "H", "H", "C", "O", "P", "O", "O", "C", "O", "C", "H", "H", "H", "H", "H", "H", "H", "H", "H", "C", "O", "P", "O", "O", "C", "O", "C", "H", "H", "H", "H", "H", "H", "H", "H", "H", "C", "O", "P", "O", "O", "C", "O", "C", "H", "H", "H", "H", "H", "H", "H", "H", "H"],
  "xyz": [[-4.784, 0.748, 2.248], [-5.235, 0.855, 3.354], [-4.692, 1.613, 4.290], [-5.362, 1.517, 5.517], [-6.759, 1.162, 4.973], [-7.506, 2.210, 4.531], [-6.416, 0.431, 3.833], [-4.901, 0.733, 6.124], [-5.223, 2.453, 6.057], [-7.259, 0.521, 5.700], [2.573, -0.722, -5.143], [3.691, -0.733, -4.741], [4.501, -1.784, -4.609], [5.626, -1.333, -3.825], [5.641, 0.138, -4.145], [6.268, 0.236, -5.384], [4.298, 0.429, -4.338], [5.546, -1.581, -2.766], [6.544, -1.783, -4.197], [6.293, 0.656, -3.444], [-2.704, -0.224, 5.369], [-1.850, 0.533, 5.042], [-0.577, 0.168, 4.739], [0.235, 1.300, 5.030], [-0.702, 2.415, 4.609], [-0.732, 2.528, 3.246], [-1.897, 1.872, 5.097], [0.451, 1.534, 6.077], [1.185, 1.299, 4.502], [-0.456, 3.395, 5.010], [-6.085, 4.478, 0.111], [-4.954, 4.130, 0.297], [-4.398, 2.950, 0.111], [-3.070, 2.952, 0.644], [-2.763, 4.480, 0.761], [-2.133, 4.939, -0.349], [-4.064, 5.037, 0.749], [-3.119, 2.458, 1.613], [-2.401, 2.465, -0.057], [-2.281, 4.720, 1.708], [1.063, 0.016, -2.339], [0.801, -0.452, -0.993], [0.375, 0.743, 0.063], [-0.300, 1.926, -0.500], [-0.420, -0.220, 1.040], [-1.850, -0.094, 1.117], [1.737, 1.063, 0.831], [2.625, 0.054, 1.302], [0.687, 0.996, -2.649], [0.288, -0.553, -2.866], [2.075, -0.115, -2.699], [-2.320, -1.083, 1.045], [-2.233, 0.322, 0.186], [-2.185, 0.268, 2.085], [2.273, -0.346, 2.252], [3.582, 0.570, 1.361], [2.744, -0.755, 0.579], [2.766, -3.327, -1.545], [2.228, -3.501, -2.838], [2.162, -4.924, -3.541], [3.451, -5.635, -3.433], [1.636, -4.637, -5.019], [2.506, -3.998, -5.943], [0.951, -5.662, -2.856], [0.545, -6.986, -3.059], [2.332, -4.038, -0.841], [2.630, -2.309, -1.183], [3.846, -3.487, -1.452], [2.054, -4.115, -6.928], [3.517, -4.402, -5.981], [2.525, -2.924, -5.743], [1.014, -7.589, -2.276], [0.927, -7.397, -3.998], [-0.530, -7.153, -3.050], [-4.888, -0.943, -1.239], [-5.995, -1.388, -0.470], [-5.967, -2.887, 0.172], [-7.156, -3.155, 0.988], [-4.545, -2.938, 0.904], [-4.355, -3.547, 2.179], [-5.781, -3.810, -1.090], [-6.789, -3.814, -2.106], [-4.087, -1.676, -1.372], [-4.314, -0.122, -0.803], [-5.252, -0.623, -2.212], [-3.330, -3.799, 2.432], [-4.972, -4.444, 2.260], [-4.770, -2.892, 2.948], [-7.705, -3.312, -1.795], [-7.069, -4.838, -2.349], [-6.348, -3.344, -2.983], [-2.305, 2.370, -3.070], [-2.889, 1.120, -3.503], [-3.092, 0.820, -5.046], [-3.463, -0.563, -5.438], [-4.118, 1.965, -5.431], [-5.482, 1.681, -5.821], [-1.727, 1.343, -5.782], [-0.667, 0.387, -5.856], [-2.258, 3.046, -3.927], [-1.339, 2.071, -2.682], [-2.928, 2.964, -2.401], [-5.958, 2.635, -6.024], [-6.091, 1.152, -5.090], [-5.327, 1.079, -6.716], [-0.755, -0.326, -5.028], [0.279, 0.815, -5.509], [-0.573, -0.038, -6.848], [5.504, 2.259, 3.331], [6.794, 2.735, 3.778], [7.623, 1.853, 4.821], [7.645, 0.420, 4.517], [9.017, 2.684, 4.860], [10.224, 1.914, 4.798], [6.979, 2.192, 6.288], [7.105, 3.527, 6.770], [4.972, 3.128, 2.957], [5.031, 1.798, 4.197], [5.583, 1.521, 2.535], [10.119, 0.981, 4.247], [10.583, 1.609, 5.785], [10.987, 2.590, 4.420], [6.800, 3.425, 7.812], [6.449, 4.158, 6.160], [8.098, 3.972, 6.701], [-0.304, 7.766, -0.167], [0.828, 6.878, -0.195], [1.632, 6.489, -1.512], [2.453, 7.576, -2.090], [2.408, 5.126, -1.190], [1.632, 3.971, -0.725], [0.430, 5.950, -2.444], [0.665, 5.866, -3.873], [-0.920, 7.492, -1.023], [0.074, 8.781, -0.282], [-0.849, 7.625, 0.760], [1.990, 3.922, 0.302], [1.936, 3.103, -1.302], [0.572, 4.177, -0.804], [0.291, 6.719, -4.426], [0.365, 4.838, -4.078], [1.749, 5.808, -4.020], [0.568, -8.129, 0.762], [1.008, -6.790, 1.056], [-0.121, -5.722, 1.347], [-1.310, -5.844, 0.474], [-0.483, -5.928, 2.869], [0.533, -5.944, 3.857], [0.590, -4.278, 1.333], [-0.133, -3.113, 1.677], [-0.085, -8.442, 1.582], [1.465, -8.734, 0.698], [-0.061, -8.140, -0.127], [0.846, -4.927, 4.099], [1.418, -6.512, 3.559], [0.123, -6.474, 4.716], [-0.714, -2.744, 0.836], [0.571, -2.336, 1.979], [-0.699, -3.237, 2.606]],
  "lowdin_charge": [0.17, -0.54, 0.05, -0.05, -0.29, 0.09, 0.15, 0.13, 0.15, 0.17, 0.17, -0.56, 0.09, -0.04, -0.29, 0.04, 0.14, 0.14, 0.15, 0.17, 0.19, -0.55, 0.08, -0.06, -0.29, 0.07, 0.13, 0.15, 0.14, 0.17, 0.16, -0.58, 0.08, -0.05, -0.27, 0.07, 0.12, 0.11, 0.08, 0.16, -0.08, -0.22, 0.46, -0.23, -0.22, -0.07, -0.22, -0.07, 0.07, 0.10, 0.07, 0.09, 0.08, 0.08, 0.09, 0.08, 0.08, -0.10, -0.20, 0.37, -0.24, -0.19, -0.09, -0.20, -0.10, 0.08, 0.06, 0.09, 0.09, 0.09, 0.06, 0.08, 0.09, 0.10, -0.11, -0.20, 0.39, -0.23, -0.22, -0.08, -0.21, -0.08, 0.09, 0.07, 0.09, 0.07, 0.09, 0.09, 0.09, 0.09, 0.09, -0.06, -0.22, 0.40, -0.24, -0.23, -0.06, -0.23, -0.11, 0.08, 0.06, 0.09, 0.09, 0.09, 0.09, 0.07, 0.08, 0.10, -0.08, -0.23, 0.42, -0.22, -0.23, -0.10, -0.23, -0.11, 0.09, 0.08, 0.08, 0.08, 0.09, 0.09, 0.09, 0.09, 0.08, -0.07, -0.23, 0.38, -0.24, -0.22, -0.07, -0.27, -0.07, 0.08, 0.09, 0.08, 0.09, 0.08, 0.06, 0.09, 0.09, 0.08, -0.07, -0.23, 0.37, -0.23, -0.22, -0.10, -0.22, -0.10, 0.09, 0.10, 0.08, 0.09, 0.09, 0.09, 0.09, 0.07, 0.09],
  "energy_ha": -7101.571765,
  "homo_lumo_gap_ev": 9.799,
  "smiles": "O=C1OC[C@@H](F)O1.O=C1OC[C@@H](F)O1.O=C1OC[C@@H](F)O1.O=C1OC[C@@H](F)O1.COP(=O)(OC)OC.COP(=O)(OC)OC.COP(=O)(OC)OC.COP(=O)(OC)OC.COP(=O)(OC)OC.COP(=O)(OC)OC.COP(=O)(OC)OC",
  "de_lowest_kcal_mol": 51.1
}

=====

What is the formula in the first record? C33H75Cl2F3N7O6